[1]
2 unconnected molecules or ions with the total composition C5H12N, computed with ωB97M-V/def2-TZVPD.

```
18
Properties=species:S:1:pos:R:3:lowdin_charge:R:1
C 0.084 2.364 -0.591 -0.09
C 0.079 1.606 -1.893 -0.21
C -0.420 0.128 -1.731 -0.15
C 0.513 -0.708 -0.891 -0.03
C 0.242 -0.659 0.403 0.40
N -0.343 -2.646 3.597 0.05
H 0.610 1.730 0.125 0.05
H 0.635 3.322 -0.487 0.11
H -0.959 2.473 -0.226 0.10
H -0.510 1.952 -2.755 0.13
H 1.102 1.528 -2.270 0.12
H -1.346 0.072 -1.126 0.14
H -0.515 -0.324 -2.716 0.14
H 1.316 -1.334 -1.265 0.17
H 0.101 -1.544 1.066 0.11
H -0.359 -2.221 2.700 -0.06
H 0.154 -2.112 4.287 0.02
H -0.385 -3.629 3.776 0.02
```

Output
net charge	+1
E_LUMO	-0.29500	Eh

[2]
2 unconnected molecules or ions with the total composition C3H3O3S, computed with ωB97M-V/def2-TZVPD.

```
10
Properties=species:S:1:pos:R:3:lowdin_charge:R:1
C -2.108 -1.611 0.879 -0.58
C 1.587 0.926 1.230 -0.75
C 0.922 0.808 -1.126 -0.18
O -1.656 -2.630 1.168 0.14
O -2.837 -0.752 0.634 0.15
O 1.685 1.353 -0.031 -0.35
S 0.299 -0.058 1.663 0.41
H 1.518 0.060 -1.723 0.08
H 0.601 1.528 -1.974 0.08
H -0.012 0.376 -0.722 0.00
```

Output
net charge	-1
E_LUMO	0.12579	Eh

[3]
A molecular structure, C24H24AlBrN6O4SSbSe4, computed with ωB97M-V/def2-TZVPD.

```
66
Properties=species:S:1:pos:R:3:lowdin_spin:R:1
Al -0.254 -0.713 -0.632 0.00
N -3.120 -1.886 0.741 0.00
N -3.927 -1.006 -0.009 0.02
C -3.319 0.099 -0.519 0.04
N -4.086 0.860 -1.322 0.01
N -2.052 0.355 -0.233 0.04
N -1.515 1.437 -0.925 0.44
O -1.955 2.612 -0.986 0.33
O -0.287 1.074 -1.342 0.10
H -2.568 -2.455 0.094 0.00
H -3.752 -2.497 1.242 0.00
H -4.516 -1.448 -0.729 0.00
H -4.776 0.320 -1.848 0.00
H -3.571 1.518 -1.897 0.00
O 1.481 -0.824 -1.545 0.00
N 1.528 -1.157 -2.836 0.00
C 0.804 -0.473 -3.736 0.00
C 0.772 -0.888 -5.057 0.00
C 1.469 -2.015 -5.433 0.00
C 2.223 -2.694 -4.480 0.00
C 2.229 -2.248 -3.180 0.00
H 0.244 0.382 -3.373 0.00
H 0.118 -0.347 -5.728 0.00
H 1.394 -2.386 -6.446 0.00
H 2.773 -3.591 -4.726 0.00
H 2.739 -2.727 -2.359 0.00
O 0.840 0.321 0.875 0.00
S 1.418 1.693 0.632 0.00
C 0.185 2.862 1.183 0.00
C -0.805 2.436 2.052 0.00
C -1.780 3.340 2.439 0.00
C -1.748 4.646 1.967 0.00
C -0.756 5.051 1.086 0.00
C 0.210 4.147 0.673 0.00
C 2.509 1.858 2.057 0.00
C 2.587 0.822 2.973 0.00
C 3.445 0.950 4.059 0.00
C 4.211 2.095 4.217 0.00
C 4.131 3.122 3.283 0.00
C 3.282 3.002 2.194 0.00
H -0.833 1.401 2.369 0.00
H -2.582 3.016 3.089 0.00
H -2.525 5.342 2.259 0.00
H -0.764 6.055 0.681 0.00
H 0.945 4.423 -0.073 0.00
H 1.986 -0.066 2.818 0.00
H 3.513 0.146 4.780 0.00
H 4.878 2.189 5.065 0.00
H 4.733 4.014 3.401 0.00
H 3.212 3.796 1.460 0.00
Br 1.442 -5.353 3.989 0.00
C 0.885 -4.077 2.671 0.00
C 0.086 -3.014 3.053 0.00
C -0.292 -2.087 2.088 0.00
C 0.098 -2.176 0.744 0.00
C 0.885 -3.286 0.422 0.00
C 1.287 -4.235 1.359 0.00
H -0.235 -2.913 4.083 0.00
H -0.930 -1.266 2.397 0.00
H 1.192 -3.435 -0.608 0.00
H 1.897 -5.082 1.071 0.00
Se -5.280 -2.069 -3.072 0.00
Sb -3.006 -1.764 -4.005 0.00
Se -1.392 -2.411 -2.109 0.00
Se -2.549 0.570 -4.600 0.00
Se -2.459 -3.366 -5.758 0.00
```

Output
spin multiplicity	2
net charge	-2
E_LUMO (alpha / beta)	0.12951 / 0.12949	Eh

[4]
8 unconnected molecules or ions with the total composition C24H52O24S5, computed with ωB97M-V/def2-TZVPD.

```
105
Properties=species:S:1:pos:R:3:lowdin_charge:R:1
C -4.191 -1.678 -4.239 0.01
C -3.923 -2.813 -3.158 -0.24
O -3.526 -2.152 -2.012 -0.26
S -3.460 -3.048 -0.599 0.69
C -1.792 -2.795 0.133 -0.06
O -4.418 -2.456 0.285 -0.26
O -3.523 -4.395 -1.106 -0.29
H -4.893 -2.017 -4.902 0.06
H -3.370 -1.481 -4.727 -0.01
H -4.536 -0.844 -3.817 0.04
H -4.799 -3.333 -2.930 0.11
H -3.226 -3.356 -3.592 0.06
H -1.592 -3.631 0.799 0.09
H -2.055 -1.897 0.617 0.04
H -1.036 -2.783 -0.496 -0.02
C -0.905 -2.566 -6.119 -0.10
C 0.044 -1.848 -5.179 -0.26
O -0.787 -1.160 -4.160 -0.28
S -0.162 -0.282 -2.930 0.59
C -1.515 0.833 -2.438 -0.04
O 0.165 -1.159 -1.873 -0.26
O 0.852 0.438 -3.531 -0.26
H -1.320 -1.800 -6.871 0.10
H -1.570 -3.046 -5.426 0.05
H -0.453 -3.339 -6.952 0.14
H 0.785 -2.717 -4.757 0.16
H 0.712 -1.072 -5.687 0.12
H -2.267 0.268 -2.256 -0.02
H -1.819 1.559 -3.043 0.04
H -1.361 1.335 -1.505 0.06
C -2.544 0.452 5.918 -0.04
C -1.150 -0.060 5.366 -0.22
O -1.085 -1.515 5.245 -0.24
S 0.241 -2.163 4.364 0.68
C 0.891 -3.056 5.720 -0.07
O -0.199 -3.106 3.406 -0.25
O 1.056 -1.006 4.046 -0.28
H -2.833 -0.052 6.817 0.06
H -3.367 0.066 5.221 0.12
H -2.513 1.378 6.210 0.01
H -1.221 0.670 4.495 0.13
H -0.599 0.188 6.032 0.01
H 0.347 -3.877 5.927 0.06
H 1.178 -2.590 6.464 -0.01
H 1.789 -3.364 5.299 0.07
C -4.668 5.415 4.734 -0.07
C -4.847 4.284 3.720 -0.31
O -3.962 4.267 2.595 -0.27
S -4.435 3.133 1.429 0.66
C -3.113 2.710 0.470 -0.17
O -4.885 1.984 2.210 -0.30
O -5.297 3.927 0.555 -0.30
H -3.777 5.198 5.451 0.11
H -5.482 5.404 5.335 0.02
H -4.533 6.361 4.134 0.10
H -4.899 3.117 4.118 0.16
H -5.832 4.489 3.329 0.10
H -3.490 2.201 -0.462 0.10
H -2.576 1.896 0.960 0.06
H -2.334 3.472 0.350 0.10
C 0.202 0.749 1.253 -0.02
C 1.786 0.340 1.064 -0.24
O 2.204 0.777 -0.223 -0.29
S 3.776 0.363 -0.672 0.74
C 3.869 0.382 -2.493 -0.09
O 4.669 1.419 -0.179 -0.30
O 3.839 -1.084 -0.257 -0.32
H -0.407 0.198 0.501 0.05
H -0.117 1.815 1.227 0.06
H -0.220 0.513 2.199 0.03
H 2.625 0.734 1.732 0.12
H 1.899 -0.707 1.454 0.10
H 3.376 -0.437 -2.844 0.01
H 4.912 0.354 -2.416 0.04
H 3.343 1.226 -3.097 0.12
O 8.812 1.286 -5.350 0.14
C 7.630 1.269 -5.646 -0.55
O 7.033 0.235 -6.111 0.08
C 5.615 0.523 -6.331 -0.04
C 5.483 2.049 -5.964 -0.18
O 6.724 2.325 -5.560 0.06
H 5.464 0.167 -7.481 0.18
H 4.980 -0.084 -5.688 0.11
H 4.733 2.158 -5.320 0.06
H 5.114 2.765 -6.749 0.15
O 0.865 -6.944 -0.235 0.14
C 1.397 -5.864 -0.236 -0.60
O 1.904 -5.240 -1.261 0.09
C 2.305 -3.882 -0.882 -0.07
C 1.966 -3.836 0.555 -0.13
O 1.336 -5.083 0.882 0.09
H 3.373 -3.774 -1.057 0.13
H 1.713 -3.265 -1.503 0.10
H 1.440 -3.040 0.604 0.05
H 2.899 -3.677 1.006 0.13
O -0.834 3.052 3.661 0.08
C 0.332 3.502 3.756 -0.56
O 0.754 4.781 3.777 0.06
C 2.212 4.837 3.844 -0.04
C 2.531 3.346 3.847 -0.12
O 1.307 2.666 3.915 0.10
H 2.532 5.207 2.842 0.15
H 2.401 5.239 4.846 0.14
H 3.219 3.055 4.587 0.12
H 3.050 3.037 3.037 0.09
```

Output
SMILES	CCOS(C)(=O)=O.CCOS(C)(=O)=O.CCOS(C)(=O)=O.CCOS(C)(=O)=O.CCOS(C)(=O)=O.O=C1OCCO1.O=C1OCCO1.O=C1OCCO1
E_LUMO	-0.00648	Eh

[5]
C5H8O in the gas phase, computed with ωB97M-V/def2-TZVPD.

```
14
Properties=species:S:1:pos:R:3:lowdin_charge:R:1
C 2.544 0.385 -0.075 -0.09
C 1.088 0.363 -0.198 -0.08
C 0.049 -0.133 -0.587 -0.05
C -1.253 -0.808 -0.613 -0.14
C -1.915 -0.071 0.578 -0.26
O -1.330 1.223 0.585 -0.15
H 2.885 0.391 0.965 0.08
H 2.900 -0.535 -0.555 0.08
H 2.980 1.242 -0.590 0.08
H -1.816 -0.644 -1.540 0.11
H -1.082 -1.890 -0.501 0.12
H -3.009 -0.027 0.435 0.12
H -1.748 -0.618 1.521 0.11
H -0.292 1.123 0.574 0.07
```

Output
SMILES	CC#CCCO
E_LUMO	0.02999	Eh

[6]
A molecular structure, C28H29F4N6Ti, computed with ωB97M-V/def2-TZVPD.

```
68
Properties=species:S:1:pos:R:3:lowdin_spin:R:1
Ti -11.472 -2.327 10.593 0.93
C -10.012 -2.906 13.223 0.00
N -11.285 -3.356 12.518 0.00
C -11.181 -4.824 12.200 0.00
C -10.133 -4.937 11.154 0.00
C -9.488 -6.127 10.862 0.00
C -8.468 -6.140 9.893 0.00
C -8.107 -4.923 9.262 0.00
C -8.790 -3.769 9.586 0.00
N -9.840 -3.764 10.461 0.01
C -12.497 -2.990 13.329 0.00
C -12.746 -1.542 13.095 0.01
C -13.297 -0.667 14.005 0.00
C -13.572 0.657 13.632 0.01
C -13.281 1.073 12.318 0.00
C -12.721 0.202 11.425 0.01
N -12.492 -1.082 11.804 0.00
C -9.359 -1.752 12.560 0.01
C -8.196 -1.233 13.132 0.00
C -7.602 -0.082 12.602 0.01
C -8.230 0.543 11.492 0.00
C -9.364 -0.005 10.942 0.01
N -9.864 -1.169 11.417 0.00
H -10.233 -2.657 14.280 0.00
H -9.288 -3.743 13.251 0.00
H -10.920 -5.382 13.125 0.00
H -12.161 -5.218 11.873 0.00
H -9.781 -7.039 11.402 0.00
H -7.985 -7.093 9.644 0.00
H -7.290 -4.849 8.519 0.00
H -8.485 -2.811 9.137 0.00
H -13.364 -3.594 13.011 0.00
H -12.335 -3.173 14.420 0.00
H -13.513 -1.057 15.004 0.00
H -13.991 1.341 14.376 0.00
H -13.467 2.088 11.948 0.00
H -12.479 0.521 10.408 0.00
H -7.772 -1.766 13.993 0.00
H -6.666 0.306 13.022 0.00
H -7.838 1.470 11.038 0.00
H -9.894 0.494 10.115 0.00
C -10.797 -0.553 7.926 0.00
N -11.696 -1.593 8.474 0.01
C -13.119 -1.243 8.171 0.00
C -11.358 -2.901 7.807 0.00
C -12.068 -4.057 8.465 0.00
N -12.624 -3.690 9.783 -0.01
C -13.781 -4.301 10.173 0.00
C -14.810 -3.549 10.751 0.00
F -14.605 -2.225 10.935 0.00
C -16.034 -4.108 11.046 0.00
F -17.009 -3.317 11.571 0.00
C -16.311 -5.447 10.791 0.00
C -15.262 -6.206 10.266 0.00
F -15.457 -7.541 10.059 0.00
C -14.027 -5.658 9.957 0.00
F -13.011 -6.445 9.494 0.00
H -10.877 -0.522 6.828 0.00
H -9.755 -0.787 8.197 0.00
H -11.072 0.434 8.325 0.00
H -13.260 -1.201 7.078 0.00
H -13.340 -0.248 8.598 0.00
H -13.793 -1.982 8.594 0.00
H -10.253 -3.034 7.808 0.00
H -11.648 -2.872 6.733 0.00
H -11.383 -4.913 8.550 0.00
H -12.904 -4.382 7.802 0.00
H -17.292 -5.889 11.018 0.00
```

Output
spin multiplicity	2
net charge	+2
E_LUMO (alpha / beta)	-0.22521 / -0.22610	Eh

[7]
2 unconnected molecules or ions with the total composition C2H4NOP, computed with ωB97M-V/def2-TZVPD.

```
9
Properties=species:S:1:pos:R:3:lowdin_charge:R:1
C 0.980 0.885 -0.319 -0.05
C 1.506 -0.329 -0.178 -0.26
N 2.019 -1.394 0.065 0.16
H 0.400 1.417 0.419 0.03
H 1.363 1.493 -1.143 0.05
H 1.708 -2.313 -0.142 0.07
O -2.968 -0.979 0.124 -0.59
P -2.759 0.457 -0.064 0.74
H -2.249 0.763 1.237 -0.15
```

Output
SMILES	C=C=N.O=P
E_LUMO	-0.03173	Eh

[8]
8 unconnected molecules or ions with the total composition C26H48O18S3, computed with ωB97M-V/def2-TZVPD.

```
95
Properties=species:S:1:pos:R:3:lowdin_charge:R:1
C 7.606 -0.418 1.157 -0.02
C 8.029 1.070 1.115 -0.33
C 7.994 1.561 -0.351 -0.10
O 7.177 2.680 -0.234 0.09
C 6.698 2.875 0.971 -0.51
O 5.983 3.826 1.361 0.10
O 7.054 1.835 1.773 0.08
H 7.782 -0.669 2.203 0.08
H 8.282 -0.908 0.456 0.09
H 6.564 -0.498 0.849 0.09
H 9.030 1.189 1.531 0.15
H 7.539 0.820 -1.008 0.13
H 9.014 1.763 -0.679 0.14
C -3.208 9.009 -0.102 -0.04
C -2.028 9.031 0.761 -0.37
C -1.466 7.643 1.130 -0.10
O -0.080 7.767 0.946 0.05
C 0.145 8.950 0.266 -0.45
O 1.291 9.358 -0.001 0.11
O -1.019 9.633 0.019 0.09
H -4.127 8.791 0.443 0.09
H -3.115 8.332 -0.952 0.10
H -3.390 10.001 -0.515 0.09
H -2.258 9.633 1.640 0.16
H -1.625 6.833 0.418 0.13
H -1.801 7.219 2.077 0.14
C 1.444 0.525 0.562 -0.02
C 0.668 1.422 -0.416 -0.29
C 1.544 2.221 -1.356 -0.08
O 0.874 2.042 -2.605 0.08
C -0.006 1.057 -2.606 -0.57
O -0.572 0.596 -3.572 0.14
O -0.106 0.628 -1.336 0.08
H 0.802 -0.210 1.047 0.08
H 1.898 1.054 1.401 0.09
H 2.215 -0.049 0.048 0.08
H -0.082 2.080 0.024 0.15
H 2.569 1.856 -1.298 0.13
H 1.574 3.276 -1.087 0.14
C -9.805 3.351 2.564 -0.01
C -8.411 3.871 2.420 -0.37
C -7.375 3.361 3.389 -0.12
O -6.241 3.259 2.606 0.09
C -6.525 3.373 1.328 -0.53
O -5.690 3.421 0.420 0.12
O -7.841 3.607 1.194 0.11
H -10.379 3.930 3.287 0.09
H -9.763 2.300 2.850 0.09
H -10.295 3.292 1.592 0.09
H -8.333 4.940 2.620 0.16
H -7.506 2.359 3.797 0.14
H -7.175 4.052 4.209 0.14
C 2.560 -3.224 6.073 0.00
C 1.704 -4.178 6.947 -0.30
C 1.530 -3.712 8.354 -0.16
O 0.245 -4.081 8.653 0.08
C -0.481 -4.256 7.541 -0.53
O -1.706 -4.332 7.504 0.13
O 0.335 -4.226 6.484 0.10
H 3.590 -3.427 6.363 0.09
H 2.222 -2.214 6.306 0.09
H 2.505 -3.480 5.015 0.08
H 2.128 -5.180 7.002 0.15
H 1.694 -2.644 8.502 0.14
H 2.196 -4.159 9.092 0.14
C 1.994 -6.042 0.450 -0.24
S 0.155 -5.601 0.319 0.83
O -0.287 -5.814 -1.105 -0.59
C -0.541 -7.111 1.127 -0.25
H 2.611 -5.145 0.421 0.03
H 2.225 -6.539 -0.492 0.04
H 2.204 -6.793 1.211 0.04
H -0.511 -6.841 2.182 0.04
H 0.058 -8.005 0.954 0.05
H -1.529 -7.232 0.682 0.05
C 4.122 -4.032 -5.585 -0.25
S 3.755 -2.488 -4.618 0.84
O 5.049 -2.208 -3.835 -0.60
C 3.657 -1.386 -6.043 -0.28
H 3.321 -4.155 -6.313 0.04
H 4.091 -4.929 -4.967 0.04
H 5.089 -3.952 -6.083 0.05
H 3.891 -0.352 -5.789 0.06
H 2.686 -1.491 -6.528 0.05
H 4.398 -1.649 -6.798 0.05
C -4.617 -3.967 -6.857 -0.26
S -4.734 -5.750 -7.413 0.83
O -6.086 -6.327 -7.029 -0.58
C -4.797 -5.390 -9.229 -0.27
H -4.922 -3.832 -5.819 0.05
H -5.258 -3.262 -7.387 0.05
H -3.600 -3.587 -6.761 0.05
H -4.938 -6.269 -9.858 0.04
H -3.893 -4.909 -9.602 0.05
H -5.668 -4.764 -9.425 0.05
```

Output
E_LUMO	0.00464	Eh

[9]
2 unconnected molecules or ions with the total composition C3H6IN, computed with ωB97M-V/def2-TZVPD.

```
11
Properties=species:S:1:pos:R:3:lowdin_charge:R:1
C 0.280 -1.246 -1.101 -0.09
C -1.005 1.138 0.732 -0.28
C 0.335 0.947 0.122 -0.55
N 1.062 -2.010 -0.532 -0.02
I 1.799 0.183 1.592 0.68
H -0.307 -1.316 -2.086 0.08
H -1.234 0.376 1.463 0.05
H -1.872 0.939 0.103 0.06
H -1.182 2.249 0.983 0.10
H 0.842 1.636 -0.438 -0.04
H 1.282 -2.895 -0.838 0.02
```

Output
E_LUMO (alpha / beta)	0.00918 / 0.00835	Eh

[10]
C4H6N2OS in the gas phase, computed with ωB97M-V/def2-TZVPD.

```
14
Properties=species:S:1:pos:R:3:lowdin_charge:R:1
N 0.145 -2.644 0.781 -0.20
S -0.746 -1.462 0.445 0.67
O -2.083 -1.575 -0.146 -0.34
C 0.484 -0.656 -0.601 -0.25
C 0.144 0.777 -0.918 -0.08
C -0.377 1.511 0.070 -0.07
C -0.663 0.922 1.379 -0.22
N -0.998 -0.258 1.688 -0.04
H -0.166 -3.216 1.492 -0.02
H 0.614 -1.396 -1.506 0.14
H 1.503 -0.616 0.007 0.15
H 0.288 1.083 -1.834 0.05
H -0.601 2.477 -0.083 0.07
H -0.783 1.793 2.110 0.13
```

Output
SMILES	N=[S@]1(=O)CC=CC=N1
E_LUMO	-0.01235	Eh

Strongest force on any atom across the listed records, respectively: 4.054, 2.062, 0.642, 11.655, 2.914, 3.008, 1.411, 4.669, 5.349, 5.496 eV Å⁻¹.
Energy above the lowest of the compared OMol25 structures with the same formula, charge and spin across the listed records, respectively: 142.7, 41.7, 4.3, 0.0, 73.4, 0.0, 47.8, 104.7, 85.1, 112.7 kcal per mole.
Molar mass across the listed records, respectively: 86.2, 119.1, 1037.0, 885.0, 84.1, 573.4, 89.0, 744.9, 183.0, 130.2 u.